C4H8O2 | wB97M-V/def2-TZVPD

Atoms and positions in Å:
1 C -2.266 0.284 -0.215
2 O -0.888 0.290 -0.482
3 C -0.157 0.808 0.607
4 C 1.744 -1.210 -0.304
5 C 2.638 -0.291 -0.777
6 O 2.422 -1.299 0.755
7 H -2.511 -0.374 0.633
8 H -2.625 1.296 0.026
9 H -2.777 -0.070 -1.114
10 H -0.173 0.111 1.463
11 H -0.558 1.771 0.941
12 H 0.758 -1.633 -0.508
13 H 0.861 0.972 0.256
14 H 3.532 -0.653 -1.280

Summary:
E_tot = -307.4934 hartree

Atom charges from the Löwdin analysis, given in e for atoms 1 to 6: atom 1 (C): -0.13, atom 2 (O): -0.25, atom 3 (C): -0.14, atom 4 (C): -0.33, atom 5 (C): 0.16, atom 6 (O): 0.01

C2H6NO3 | wB97M-V/def2-TZVPD

Atoms and positions in Å:
1 C -1.044 0.391 1.900
2 N -1.245 -0.319 0.682
3 C -0.482 0.176 -0.464
4 O -0.006 -0.700 -1.212
5 O -0.418 1.415 -0.548
6 H -1.301 -0.275 2.736
7 H -1.447 1.398 2.090
8 H 0.033 0.673 2.021
9 H -1.185 -1.322 0.697
10 H 1.725 -1.058 -1.005
11 H 2.554 0.144 -0.623
12 O 2.620 -0.834 -0.652

Summary:
E_tot = -360.3586 hartree
Net charge = -1

Atom charges from the Löwdin analysis, given in e for atoms 1 to 6: atom 1 (C): -0.19, atom 2 (N): -0.05, atom 3 (C): -0.79, atom 4 (O): -0.09, atom 5 (O): -0.06, atom 6 (H): 0.06

C3H8N2O | wB97M-V/def2-TZVPD

Atoms and positions in Å:
1 C -1.912 1.009 -0.478
2 C -0.743 1.618 -0.834
3 N 0.409 1.765 -0.084
4 H -1.948 0.119 0.137
5 H -2.765 1.233 -1.111
6 H -0.610 2.255 -1.706
7 H 0.440 1.004 0.636
8 H 1.161 1.599 -0.760
9 C 0.618 -1.689 0.746
10 N 0.755 -1.830 -0.599
11 O 0.711 -0.663 1.402
12 H 0.460 -2.642 1.282
13 H 1.111 -2.695 -0.975
14 H 0.175 -1.332 -1.246

Summary:
E_tot = -303.5164 hartree
2S+1 = 2
Net charge = +1

Atom charges from the Löwdin analysis, given in e for atoms 1 to 6: atom 1 (C): 0.20, atom 2 (C): -0.12, atom 3 (N): 0.21, atom 4 (H): 0.10, atom 5 (H): 0.10, atom 6 (H): 0.14

C19H35N2O5 | wB97M-V/def2-TZVPD

Atoms and positions in Å:
1 C -2.699 -2.793 -1.678
2 C -1.895 -1.591 -1.156
3 C -0.520 -2.112 -0.740
4 C -1.821 -0.494 -2.247
5 C -2.138 0.979 -1.890
6 C -0.910 1.840 -1.572
7 C -0.035 1.387 -0.415
8 N 0.917 2.441 -0.039
9 C -3.234 1.158 -0.818
10 C -3.641 -0.050 0.045
11 C -4.938 -0.693 -0.471
12 C -3.855 0.414 1.483
13 N -2.561 -1.074 0.077
14 O -2.611 -1.891 1.058
15 H -2.799 -3.545 -0.893
16 H -3.691 -2.508 -2.020
17 H -2.170 -3.242 -2.520
18 H -0.120 -2.756 -1.525
19 H -0.614 -2.696 0.173
20 H 0.184 -1.304 -0.555
21 H -2.494 -0.794 -3.053
22 H -0.817 -0.527 -2.680
23 H -2.530 1.394 -2.820
24 H -1.252 2.850 -1.329
25 H -0.295 1.936 -2.473
26 H -0.650 1.144 0.458
27 H 0.484 0.469 -0.700
28 H 1.743 2.343 -0.626
29 H 1.227 2.240 0.905
30 H -4.148 1.529 -1.287
31 H -2.902 1.953 -0.148
32 H -5.065 -1.686 -0.038
33 H -5.787 -0.081 -0.159
34 H -4.965 -0.763 -1.558
35 H -2.902 0.697 1.933
36 H -4.511 1.285 1.475
37 H -4.302 -0.365 2.097
38 O 3.630 1.674 -1.601
39 C 3.435 0.564 -2.001
40 O 2.231 0.188 -2.504
41 C 2.221 -1.222 -2.785
42 C 3.689 -1.604 -2.962
43 C 4.377 -0.622 -2.022
44 H 1.762 -1.736 -1.936
45 H 1.608 -1.375 -3.670
46 H 3.875 -2.649 -2.726
47 H 3.998 -1.421 -3.991
48 H 4.438 -1.001 -0.999
49 H 5.372 -0.303 -2.322
50 O 1.553 0.664 2.587
51 C 2.348 0.861 3.459
52 O 3.684 0.782 3.248
53 C 4.401 0.992 4.477
54 C 3.434 1.747 5.385
55 C 2.088 1.214 4.910
56 H 4.668 0.015 4.887
57 H 5.309 1.539 4.236
58 H 3.635 1.574 6.440
59 H 3.503 2.818 5.192
60 H 1.798 0.295 5.425
61 H 1.258 1.912 4.977

Summary:
E_tot = -1230.6363 hartree
2S+1 = 2

Atom charges from the Löwdin analysis, given in e for atoms 1 to 6: atom 1 (C): -0.03, atom 2 (C): -0.45, atom 3 (C): -0.03, atom 4 (C): -0.06, atom 5 (C): -0.27, atom 6 (C): -0.17

C5H7Br2 | wB97M-V/def2-TZVPD

Atoms and positions in Å:
1 Br -3.359 -1.845 0.521
2 Br -1.533 1.212 1.735
3 C 0.242 -0.511 -1.148
4 C -0.019 0.941 -0.753
5 C 0.113 0.992 0.784
6 C 0.719 -0.328 1.138
7 C 0.824 -1.122 0.071
8 H -0.705 -0.955 -1.448
9 H 0.936 -0.508 -1.975
10 H 0.848 1.542 -1.038
11 H -0.906 1.354 -1.207
12 H 0.710 1.892 1.070
13 H 0.972 -0.528 2.197
14 H 1.157 -2.136 0.053

Summary:
E_tot = -5342.6848 hartree
2S+1 = 2

Atom charges from the Löwdin analysis, given in e for atoms 1 to 6: atom 1 (Br): 0.01, atom 2 (Br): 0.67, atom 3 (C): -0.20, atom 4 (C): -0.21, atom 5 (C): -0.74, atom 6 (C): -0.16

C13H17N3O3S2 | wB97M-V/def2-TZVPD

Atoms and positions in Å:
1 C -3.935 -2.247 1.646
2 O -4.005 -1.273 0.637
3 C -2.756 -1.017 0.037
4 C -2.970 0.060 -1.045
5 C -3.269 -0.569 -2.408
6 N -1.925 1.043 -1.160
7 C -0.686 0.821 -1.166
8 N -0.017 -0.373 -1.086
9 N 1.278 -0.598 -0.843
10 C 2.084 0.324 -0.470
11 C 3.446 -0.075 -0.227
12 C 4.513 0.664 0.216
13 C 5.688 -0.098 0.351
14 C 5.505 -1.403 0.012
15 S 3.893 -1.733 -0.479
16 C 1.718 1.773 -0.267
17 C 1.344 2.102 1.189
18 C 0.024 1.468 1.568
19 O -0.149 0.296 1.779
20 O -0.947 2.373 1.631
21 S 0.359 2.239 -1.418
22 H -4.937 -2.343 2.057
23 H -3.611 -3.215 1.243
24 H -3.237 -1.949 2.438
25 H -2.362 -1.952 -0.399
26 H -2.040 -0.671 0.798
27 H -3.854 0.632 -0.733
28 H -4.123 -1.235 -2.316
29 H -3.501 0.211 -3.129
30 H -2.412 -1.132 -2.774
31 H -0.547 -1.228 -1.194
32 H 4.469 1.715 0.439
33 H 6.626 0.307 0.685
34 H 6.227 -2.195 0.022
35 H 2.550 2.411 -0.570
36 H 2.125 1.716 1.848
37 H 1.250 3.182 1.303
38 H -1.815 1.967 1.786

Summary:
E_tot = -1691.8959 hartree
Structure (SMILES) = COC[C@H](C)/N=C1\NN=C(c2cccs2)[C@H](CC(=O)O)S1

Atom charges from the Löwdin analysis, given in e for atoms 1 to 6: atom 1 (C): -0.11, atom 2 (O): -0.18, atom 3 (C): -0.21, atom 4 (C): -0.37, atom 5 (C): -0.04, atom 6 (N): 0.06